Here is a 3-piece molecular cluster, C3H11NO3S overall from OMol25. Energies are from wB97M-V/def2-TZVPD.

## Properties
E_tot: -799.21692 Eh
2S+1: 2
relative energy (zero: lowest compared OMol25 entry of this formula, charge and spin): 71.0 kJ/mol
HOMO-LUMO gap (spin up / spin down): 10.31 / 5.51 eV
⟨S²⟩: 0.758
charge: +1

Cartesian coordinates (Å):
1 O 2.008 -0.193 -0.219
2 C 1.151 -0.036 0.569
3 C -0.226 -0.900 0.392
4 C -1.063 0.148 -0.446
5 S -2.693 -0.469 -0.827
6 N -0.609 -1.276 1.653
7 H 1.263 0.550 1.496
8 H 0.032 -1.744 -0.240
9 H -1.139 1.123 0.022
10 H -0.536 0.279 -1.381
11 H -3.275 -0.132 0.327
12 H -0.839 -0.581 2.356
13 H -1.067 -2.168 1.812
14 H 1.649 -2.123 -2.553
15 H 1.640 -0.601 -2.248
16 O 1.759 -1.255 -2.954
17 H 0.300 3.530 0.144
18 H 1.227 3.012 1.293
19 O 0.418 2.835 0.806